Below is C39H40Cl2FGeN4O9S2V as an isolated structure, with properties calculated with ωB97M-V with the def2-TZVPD basis set.

Each line ends with the Löwdin spin population.
Positions of all 99 atoms, in Å:
V1 0.69933 -0.20236 0.04503  1.08
O1 4.77457 0.33256 4.79437  0.00
C1 3.77713 0.78749 5.53370  0.00
O2 3.93466 1.09460 6.69004  0.00
C2 2.43664 0.90082 4.88368  0.00
C3 1.28656 1.26894 5.55114  0.00
Cl1 1.01581 1.59618 7.19552  0.00
N1 0.27110 1.28571 4.65464  0.00
N2 0.68804 0.94292 3.43186  0.00
C4 1.97917 0.70212 3.54868  0.00
C5 2.72983 0.24159 2.34694  0.00
O3 3.92196 -0.02626 2.41727  0.00
O4 2.05524 0.12952 1.25530  -0.01
C6 -1.11981 1.51658 4.87742  0.00
C7 -1.54440 2.68010 5.50037  0.00
C8 -2.90217 2.89548 5.66922  0.00
C9 -3.82006 1.96374 5.20080  0.00
C10 -3.37843 0.81110 4.56872  0.00
C11 -2.02082 0.57509 4.41174  0.00
H1 4.47563 0.09668 3.87340  0.00
H2 -0.82055 3.41358 5.82940  0.00
H3 -3.24395 3.80496 6.14578  0.00
H4 -4.88087 2.14342 5.31984  0.00
H5 -4.08898 0.09588 4.17688  0.00
H6 -1.65792 -0.30845 3.90209  0.00
O5 -1.06762 -3.81084 -4.72300  0.00
C12 -2.29493 -3.95200 -4.24232  0.00
O6 -3.11599 -4.63348 -4.80369  0.00
C13 -2.62803 -3.21422 -2.98948  0.00
C14 -3.84296 -3.29418 -2.33846  0.00
Cl2 -5.21014 -4.24552 -2.66815  0.00
N3 -3.79637 -2.46317 -1.26659  0.00
N4 -2.61321 -1.85813 -1.16918  0.00
C15 -1.89708 -2.29457 -2.18448  0.00
C16 -0.49190 -1.81843 -2.26220  0.00
O7 0.31273 -2.27830 -3.05985  0.00
O8 -0.19360 -0.91402 -1.38815  -0.02
C17 -4.75858 -2.22418 -0.23781  0.00
C18 -4.32043 -2.26771 1.07652  0.00
C19 -5.22432 -1.99274 2.09060  0.00
C20 -6.54066 -1.67233 1.79014  0.00
C21 -6.95838 -1.61777 0.46714  0.00
C22 -6.06465 -1.88792 -0.55734  0.00
H7 -0.51884 -3.19081 -4.17735  0.00
H8 -3.28155 -2.48958 1.28800  0.00
H9 -4.89197 -2.02937 3.11993  0.00
H10 -7.24139 -1.45761 2.58696  0.00
H11 -7.97980 -1.35147 0.22887  0.00
H12 -6.37072 -1.82488 -1.59234  0.00
F1 -1.76627 3.80906 -4.89131  0.00
C23 -0.95403 3.17746 -4.00648  0.00
C24 -0.66007 3.79546 -2.81003  0.00
C25 0.16165 3.13520 -1.90823  0.00
C26 0.70473 1.88203 -2.19140  0.00
C27 1.59179 1.20172 -1.20960  -0.01
C28 0.39064 1.30205 -3.42244  0.00
C29 -0.44371 1.93725 -4.33146  0.00
H13 -1.08348 4.76710 -2.58976  0.00
H14 0.39580 3.60105 -0.95789  0.00
H15 2.08953 1.93238 -0.57055  0.00
H16 2.36743 0.61427 -1.71623  0.01
H17 0.79822 0.32886 -3.66988  0.00
H18 -0.69331 1.48451 -5.28211  0.00
C30 -2.25625 5.82549 2.95939  0.00
C31 -1.57336 5.53910 1.62724  0.00
C32 -2.16574 4.33594 0.88641  0.00
C33 -1.90902 2.99655 1.57138  0.00
Ge1 -2.39528 1.15049 0.86031  -0.02
C34 -3.12782 1.43952 -1.00221  0.00
C35 -4.13267 2.56514 -1.21996  0.00
C36 -5.22823 2.57770 -0.15683  0.00
C37 -6.22968 3.70955 -0.34533  0.00
H19 -1.84832 6.71987 3.43477  0.00
H20 -2.13458 4.99414 3.65260  0.00
H21 -3.32903 5.98147 2.81531  0.00
H22 -0.50483 5.36464 1.79306  0.00
H23 -1.64686 6.42577 0.98898  0.00
H24 -1.75888 4.31904 -0.12718  0.00
H25 -3.24225 4.50079 0.77411  0.00
H26 -2.39978 2.98428 2.55590  0.00
H27 -0.84175 2.90075 1.81301  0.00
H28 -0.29556 0.98577 0.46923  -0.02
H29 -3.59512 0.48526 -1.25889  0.00
H30 -2.26811 1.53559 -1.67406  0.00
H31 -4.60827 2.46100 -2.20399  0.00
H32 -3.62849 3.53287 -1.23351  0.00
H33 -4.76814 2.66192 0.83716  0.00
H34 -5.74653 1.61274 -0.16849  0.00
H35 -5.73207 4.68074 -0.28612  0.00
H36 -7.01566 3.68914 0.41204  0.00
H37 -6.70655 3.64503 -1.32621  0.00
C38 2.51651 -3.28835 -0.53230  0.00
O9 1.52790 -2.47874 0.11180  0.01
C39 0.70047 -3.03075 1.05478  0.00
S1 0.77541 -4.61724 1.46761  0.00
S2 -0.37023 -1.83067 1.64591  0.00
H38 3.03936 -2.61681 -1.20814  0.00
H39 2.03827 -4.09429 -1.08560  0.00
H40 3.19614 -3.70673 0.20730  0.00

Values from the calculation:
**Charge**: -1
**<S²>**: 0.77
**M**: 986.36 g/mol
**HOMO-LUMO gap (spin up / spin down)**: 5.9 / 6.4 eV
**E_LUMO (spin up / spin down)**: 0.94 / 1.44 eV
**Spin multiplicity**: 2
**Relative energy (zero: lowest compared OMol25 entry of this formula, charge and spin)**: 31.9 kcal/mol

---

Below is C39H40Cl2FGeN4O9S2V as an isolated structure, with properties calculated with ωB97M-V with the def2-TZVPD basis set.

Each line ends with the Löwdin spin population.
Positions of all 99 atoms, in Å:
V1 0.73832 0.74174 2.12847  1.12
O1 -0.19984 -3.50013 6.68340  0.00
C1 -0.75414 -4.27897 5.76951  0.00
O2 -1.20066 -5.36467 6.04980  0.00
C2 -0.81601 -3.76185 4.36955  0.00
C3 -1.27129 -4.50480 3.29880  0.00
Cl1 -1.78557 -6.12107 3.20323  0.00
N1 -1.19647 -3.72974 2.19108  0.00
N2 -0.71757 -2.51319 2.47282  0.00
C4 -0.47637 -2.51497 3.76959  0.00
C5 0.12992 -1.29646 4.38027  0.00
O3 0.43926 -1.27194 5.56654  0.01
O4 0.27552 -0.29024 3.59856  -0.01
C6 -1.45785 -4.07767 0.83017  0.00
C7 -2.69956 -4.57134 0.46251  0.00
C8 -2.93513 -4.87000 -0.86955  0.00
C9 -1.94028 -4.66102 -1.81674  0.00
C10 -0.70850 -4.15333 -1.43229  0.00
C11 -0.45688 -3.86138 -0.10036  0.00
H1 0.12670 -2.64114 6.29125  0.00
H2 -3.47121 -4.70394 1.20873  0.00
H3 -3.90368 -5.24717 -1.17061  0.00
H4 -2.13266 -4.88264 -2.85865  0.00
H5 0.05938 -3.96405 -2.17049  0.00
H6 0.48715 -3.43796 0.21652  0.00
O5 5.38580 4.34254 1.05621  0.00
C12 5.70622 3.71287 -0.06854  0.00
O6 6.75731 3.91419 -0.62187  0.00
C13 4.70468 2.76014 -0.62622  0.00
C14 4.88694 2.03058 -1.78490  0.00
Cl2 6.22319 1.92121 -2.82621  0.00
N3 3.77207 1.28544 -1.98722  0.00
N4 2.87454 1.47503 -1.02137  0.00
C15 3.40952 2.35406 -0.19761  0.00
C16 2.61933 2.72820 0.99976  0.00
O7 2.96967 3.60621 1.77304  0.00
O8 1.50365 2.06977 1.13585  -0.01
C17 3.45677 0.34136 -3.01388  0.00
C18 2.92982 -0.87798 -2.61999  0.00
C19 2.54557 -1.78234 -3.59714  0.00
C20 2.69294 -1.46951 -4.94084  0.00
C21 3.21880 -0.24048 -5.31611  0.00
C22 3.59912 0.67863 -4.35039  0.00
H7 4.49181 4.07899 1.39070  0.00
H8 2.79741 -1.08962 -1.56644  0.00
H9 2.12252 -2.73324 -3.30107  0.00
H10 2.38713 -2.17884 -5.69935  0.00
H11 3.31975 0.01276 -6.36334  0.00
H12 3.98567 1.64899 -4.62939  0.00
F1 -3.18118 5.63678 -0.60051  0.00
C23 -2.58238 4.76766 0.25187  -0.01
C24 -3.26568 3.63630 0.64305  0.00
C25 -2.63959 2.75332 1.51127  -0.01
C26 -1.35276 2.98903 1.99506  0.00
C27 -0.70856 2.02282 2.92148  -0.04
C28 -0.70294 4.15151 1.57384  -0.01
C29 -1.30794 5.04445 0.70284  0.00
H13 -4.26243 3.44953 0.26518  0.00
H14 -3.16041 1.85154 1.81428  0.00
H15 -1.44595 1.41950 3.44606  0.00
H16 -0.07918 2.52533 3.66882  0.00
H17 0.29842 4.35755 1.93340  0.00
H18 -0.80454 5.94332 0.37250  0.00
C30 -5.45557 -1.58719 -0.41518  0.00
C31 -4.90638 -0.18645 -0.17031  0.00
C32 -3.56949 0.07117 -0.86814  0.00
C33 -2.44273 -0.85155 -0.40882  0.00
Ge1 -0.49855 -0.35102 -0.73090  -0.02
C34 -0.68892 1.52683 -1.44914  0.00
C35 -1.08950 1.54794 -2.92795  0.00
C36 -0.28267 0.58676 -3.79806  0.00
C37 -0.58973 0.72852 -5.28242  0.00
H19 -6.42218 -1.73267 0.07119  0.00
H20 -4.77045 -2.34703 -0.03681  0.00
H21 -5.58750 -1.76856 -1.48566  0.00
H22 -4.77624 -0.03289 0.90729  0.00
H23 -5.64138 0.55510 -0.50186  0.00
H24 -3.29037 1.11508 -0.71220  0.00
H25 -3.71433 -0.03963 -1.94926  0.00
H26 -2.56868 -1.85067 -0.83958  0.00
H27 -2.49803 -1.00568 0.67767  0.00
H28 -0.47330 0.32137 1.08801  -0.02
H29 0.29296 1.98912 -1.32748  0.00
H30 -1.39595 2.11831 -0.86312  0.00
H31 -0.97300 2.56130 -3.33480  0.00
H32 -2.15206 1.30670 -3.03303  0.00
H33 -0.47845 -0.44832 -3.48746  0.00
H34 0.78622 0.74762 -3.62371  0.00
H35 -1.64833 0.54602 -5.48409  0.00
H36 -0.00612 0.02746 -5.88276  0.00
H37 -0.35895 1.73866 -5.63023  0.00
C38 3.47135 1.46487 4.14652  0.00
O9 2.80522 0.72625 3.11217  0.01
C39 3.44026 -0.32754 2.48104  0.00
S1 5.00179 -0.69890 2.78886  0.00
S2 2.33069 -1.05520 1.39555  -0.01
H38 2.75429 2.21678 4.46394  0.00
H39 4.37013 1.93232 3.75124  0.00
H40 3.72826 0.79541 4.96458  0.00

Values from the calculation:
**Charge**: -1
**<S²>**: 0.79
**M**: 986.36 g/mol
**HOMO-LUMO gap (spin up / spin down)**: 5.8 / 6.4 eV
**E_LUMO (spin up / spin down)**: 0.93 / 1.51 eV
**Spin multiplicity**: 2
**Relative energy (zero: lowest compared OMol25 entry of this formula, charge and spin)**: 26.3 kcal/mol

---

Below is C39H41AlF3N2O4 as an isolated structure, with properties calculated with ωB97M-V with the def2-TZVPD basis set.

Each line ends with the Löwdin charge.
Positions of all 90 atoms, in Å:
N1 6.73501 3.94424 0.27450  -0.03
C1 6.47576 3.17850 -0.95834  -0.28
C2 5.00022 2.76172 -1.16345  -0.20
C3 4.77170 1.26261 -1.46435  -0.22
C4 3.59531 0.60782 -0.71414  -0.32
C5 2.22900 0.83392 -1.40155  -0.25
Al1 1.43274 2.69137 -1.11705  0.31
C6 -0.56818 2.58755 -0.81153  -0.28
C7 -1.24749 3.96436 -0.93150  -0.31
C8 -2.49939 4.13022 -0.06854  -0.32
N2 -3.01515 5.50816 0.08647  -0.03
C9 1.82355 3.94360 -2.67946  -0.23
C10 2.30102 3.25475 -3.96152  -0.19
C11 2.90918 4.15571 -4.99963  -0.63
F1 3.03765 3.54691 -6.21350  0.09
F2 2.20912 5.27872 -5.23162  0.12
F3 4.16485 4.55466 -4.68451  0.10
H1 6.88163 4.92279 0.07218  0.05
H2 5.94152 3.88498 0.90168  0.05
H3 7.11346 2.28226 -0.95689  0.09
H4 6.80968 3.78952 -1.80906  0.10
H5 4.59276 3.35265 -1.99836  0.09
H6 4.41645 3.04336 -0.27806  0.07
H7 5.69449 0.70615 -1.24595  0.09
H8 4.59116 1.13748 -2.54289  0.10
H9 3.82183 -0.46981 -0.62486  0.09
H10 3.56695 1.00908 0.31172  0.08
H11 2.39053 0.67147 -2.48401  0.04
H12 1.52165 0.05376 -1.08066  0.02
H13 2.07885 3.34552 0.24872  -0.04
H14 -0.81255 2.16214 0.17375  0.02
H15 -1.01809 1.89846 -1.54590  0.05
H16 -0.55265 4.78459 -0.66329  0.09
H17 -1.52063 4.14137 -1.98648  0.10
H18 -3.31367 3.52209 -0.49172  0.09
H19 -2.28362 3.74080 0.93522  0.11
H20 -2.89778 5.98770 -0.80405  0.05
H21 -2.39289 6.00491 0.71857  0.05
H22 0.94623 4.56353 -2.92961  0.05
H23 2.60086 4.64992 -2.34566  0.05
H24 1.47067 2.73420 -4.46081  0.13
H25 3.07335 2.50282 -3.75155  0.09
C12 -7.18465 0.60758 2.14285  -0.06
C13 -6.39620 1.58868 1.54993  -0.05
C14 -5.29503 1.23132 0.79044  0.01
C15 -4.97748 -0.11212 0.62660  -0.08
C16 -5.75931 -1.09714 1.23156  -0.08
C17 -6.86804 -0.73126 1.98620  -0.01
C18 -5.41502 -2.54358 1.10273  -0.28
O1 -6.10337 -3.40024 1.61728  0.10
C19 -4.18069 -2.89397 0.34265  -0.10
C20 -3.77779 -4.22318 0.28498  -0.01
C21 -2.62120 -4.56394 -0.39544  -0.06
C22 -1.86355 -3.58224 -1.02640  -0.05
C23 -2.26118 -2.25711 -0.97703  0.00
C24 -3.42022 -1.91103 -0.29299  -0.11
C25 -3.79428 -0.47044 -0.20922  -0.30
O2 -3.12632 0.38316 -0.74598  0.11
H26 -8.04656 0.89089 2.73308  0.10
H27 -6.64083 2.63478 1.67995  0.11
H28 -4.67064 1.97891 0.31899  0.10
H29 -7.46512 -1.50631 2.44676  0.12
H30 -4.37258 -4.97240 0.78887  0.12
H31 -2.30144 -5.59736 -0.42803  0.11
H32 -0.95545 -3.85091 -1.55013  0.11
H33 -1.67736 -1.47571 -1.44552  0.13
C26 -1.36639 -0.88230 1.66832  -0.04
C27 -0.09894 -0.37174 1.41444  -0.01
C28 1.01094 -1.19934 1.48475  0.02
C29 0.85135 -2.54106 1.81489  -0.07
C30 -0.42642 -3.05316 2.07109  -0.08
C31 -1.53361 -2.21718 1.99596  -0.01
C32 -0.63307 -4.48086 2.42920  -0.28
O3 -1.73911 -4.93626 2.63762  0.09
C33 0.57730 -5.35161 2.52604  -0.08
C34 0.42106 -6.68368 2.89228  -0.01
C35 1.52724 -7.51104 2.97971  -0.07
C36 2.79523 -7.01262 2.69811  -0.07
C37 2.95574 -5.68666 2.33431  -0.01
C38 1.84848 -4.85078 2.24987  -0.08
C39 2.05313 -3.41818 1.86779  -0.28
O4 3.16265 -3.00270 1.61536  0.11
H34 -2.22613 -0.22845 1.60152  0.11
H35 0.01328 0.66388 1.12423  0.09
H36 1.99979 -0.81942 1.26413  0.11
H37 -2.51546 -2.62936 2.18995  0.12
H38 -0.57341 -7.05239 3.10314  0.12
H39 1.40419 -8.54729 3.26728  0.10
H40 3.65900 -7.66162 2.76357  0.10
H41 3.93242 -5.27912 2.11204  0.12

Values from the calculation:
**Charge**: -1
**M**: 685.74 g/mol
**HOMO-LUMO gap**: 5.7 eV
**E_LUMO**: 0.68 eV
**Spin multiplicity**: 1

---

Question: Which formula does entry 3 have?
Answer: C39H41AlF3N2O4

---

Question: Number 3 is which compound?
Answer: C39H41AlF3N2O4

---

Question: Which value of charge does entry 3 give?
Answer: -1